Computed, not measured: a single C3H6O molecule, with ωB97M-V with the def2-TZVPD basis set.

```
10
Properties=species:S:1:pos:R:3:forces:R:3
O -0.68083 1.43162 -0.14405 0.0443 -2.0589 -0.6109
C 0.08408 -0.86503 -0.21277 0.4238 -1.4467 0.3955
C -0.81585 0.26662 -0.51240 -1.1505 1.8506 0.3000
C 1.20524 -0.56098 0.76410 0.4256 -0.3582 -0.0153
H 0.76247 -0.41270 1.76783 0.4824 0.1187 -0.4671
H 0.47861 -1.26370 -1.16449 -0.1571 0.2594 0.1217
H -1.73759 -0.02703 -1.09230 0.5172 0.2864 0.1469
H 1.68671 0.36673 0.40464 0.1462 -0.5182 0.5826
H -0.50712 -1.72022 0.19579 -0.0111 0.6272 -0.4200
H 1.92277 -1.43969 0.80733 -0.7209 1.2396 -0.0335
```
Forces are in eV/Å.

The energy above the lowest of the compared OMol25 structures with the same formula, charge and spin comes out at 10.7 kcal per mole. The value obtained for the LUMO energy is 0.0367 Ha. Its gap between HOMO and LUMO is 0.403 Ha. As for the net charge: 0.